[1]
{"formula": "H2N4O", "method": "ωB97M-V/def2-TZVPD", "elements": ["N", "N", "N", "N", "O", "H", "H"], "xyz": [[-1.009, 1.287, 0.439], [-1.254, 0.210, 0.189], [1.786, 0.347, -0.378], [-1.414, -0.940, 0.027], [1.977, -0.630, 0.304], [1.704, 1.185, 0.097], [-1.790, -1.460, -0.677]], "nbo_charge": [-0.1420, 0.2765, -0.0324, -0.5331, -0.2408, 0.2700, 0.4019], "relative_energy_kj_mol": 352.0, "fmax_ev_per_a": 4.9, "homo_ha": -0.3472, "orbital_gap_ev": 9.190}



[2]
{"formula": "C2H8N4O2", "method": "ωB97M-V/def2-TZVPD", "elements": ["C", "C", "H", "H", "H", "H", "H", "H", "H", "H", "N", "N", "N", "N", "O", "O"], "xyz": [[0.521, 1.610, -1.296], [-0.604, -0.587, 0.734], [0.117, 2.103, -2.243], [1.678, 2.276, -0.822], [1.006, 0.627, -1.719], [0.493, 1.097, 1.646], [-1.911, -1.949, -0.722], [1.492, -1.628, -0.653], [0.715, -0.854, -2.071], [-0.704, -0.393, 3.927], [0.281, 0.473, 0.621], [-0.688, -1.308, -0.454], [0.530, -1.596, -1.217], [-1.401, -1.049, 1.724], [-0.644, 1.259, -0.267], [-0.882, -0.082, 2.812]], "nbo_charge": [-0.2701, 0.4788, 0.1991, 0.1919, 0.1687, 0.4319, 0.4235, 0.3767, 0.3399, 0.4896, -0.3944, -0.4736, -0.6567, -0.1845, -0.4013, -0.7195], "relative_energy_kj_mol": 1349.5, "fmax_ev_per_a": 6.4, "homo_ha": -0.2990, "orbital_gap_ev": 8.566}



[3]
{"formula": "C37H66Cl16F5N2O2P2", "method": "ωB97M-V/def2-TZVPD", "elements": ["C", "C", "C", "P", "C", "C", "C", "C", "C", "C", "C", "C", "C", "C", "O", "N", "C", "C", "O", "C", "C", "C", "C", "C", "C", "P", "N", "C", "F", "F", "C", "C", "C", "C", "C", "C", "F", "F", "F", "C", "H", "H", "H", "H", "H", "H", "H", "H", "H", "H", "H", "H", "H", "H", "H", "H", "H", "H", "H", "H", "H", "H", "H", "H", "H", "H", "H", "H", "H", "H", "H", "H", "H", "H", "H", "H", "H", "H", "H", "H", "H", "H", "H", "H", "H", "H", "H", "H", "H", "H", "C", "Cl", "Cl", "H", "H", "C", "Cl", "Cl", "H", "H", "C", "Cl", "Cl", "H", "H", "C", "Cl", "Cl", "H", "H", "C", "Cl", "Cl", "H", "H", "C", "Cl", "Cl", "H", "H", "C", "Cl", "Cl", "H", "H", "C", "Cl", "Cl", "H", "H"], "xyz": [[1.499, 2.463, -2.448], [2.065, 1.706, -1.257], [2.090, 0.066, -1.406], [2.052, -1.034, 0.162], [0.621, 0.082, 0.706], [0.759, 1.276, 1.749], [-0.726, 1.578, 2.459], [-1.926, 1.907, 1.414], [-1.544, 2.802, 0.105], [-2.554, 2.538, -1.203], [-2.681, 0.960, -1.622], [-2.079, 0.597, -3.119], [3.498, 0.089, 0.828], [4.692, -0.472, 1.722], [5.517, -1.524, 1.573], [5.254, 0.436, 2.841], [6.227, -0.337, 3.723], [4.218, 0.974, 3.768], [3.329, -2.104, -0.291], [3.832, -2.307, -1.533], [4.688, -3.732, -1.742], [5.300, -4.338, -0.349], [3.885, -4.829, -2.679], [3.934, -4.348, -4.281], [4.539, -6.340, -2.672], [0.738, -2.345, -1.065], [0.937, -3.909, -0.855], [1.863, -2.046, 1.764], [2.066, -1.263, 3.043], [3.027, -3.025, 1.754], [0.665, -2.995, 2.157], [1.071, -4.134, 3.340], [0.043, -5.269, 3.894], [-1.504, -5.394, 3.375], [-1.986, -4.270, 2.286], [-3.545, -4.310, 1.722], [-3.919, -5.770, 1.633], [-4.523, -3.695, 2.653], [-3.708, -3.720, 0.368], [-0.901, -3.166, 1.756], [2.303, 2.690, -3.301], [0.379, 2.791, -2.541], [2.468, 2.369, -0.400], [1.043, -0.124, -1.956], [2.896, -0.077, -2.197], [-0.077, 0.461, -0.194], [-0.191, -0.590, 1.278], [1.498, 1.171, 2.645], [1.032, 2.322, 1.239], [-0.550, 2.399, 3.295], [-0.986, 0.578, 3.057], [-2.468, 0.875, 1.169], [-2.747, 2.530, 2.018], [-0.464, 2.660, -0.320], [-1.683, 3.949, 0.378], [-2.014, 3.080, -2.114], [-3.585, 3.078, -1.044], [-3.835, 0.662, -1.658], [-2.135, 0.209, -0.875], [-0.896, 0.722, -3.176], [-2.269, -0.574, -3.259], [-2.642, 1.117, -4.004], [3.237, 1.136, 1.177], [4.113, 0.292, -0.191], [6.504, 0.292, 4.699], [5.761, -1.347, 4.158], [7.282, -0.529, 3.199], [3.496, 1.765, 3.241], [4.804, 1.643, 4.569], [3.637, 0.186, 4.419], [3.168, -2.264, -2.524], [4.657, -1.464, -1.761], [5.649, -3.454, -2.398], [6.092, -3.531, 0.036], [4.513, -4.644, 0.457], [5.968, -5.312, -0.532], [2.752, -4.952, -2.430], [3.464, -3.291, -4.450], [3.406, -5.218, -4.881], [5.052, -4.333, -4.665], [4.565, -6.743, -1.554], [3.774, -7.049, -3.235], [5.597, -6.386, -3.186], [-0.578, -1.800, -0.921], [1.008, -2.188, -2.510], [1.673, -4.044, -0.139], [2.159, -4.163, 3.832], [0.411, -6.059, 4.710], [-2.230, -6.240, 3.771], [-1.307, -2.389, 0.987], [-4.652, 5.766, 0.590], [-4.304, 6.028, -1.124], [-3.172, 5.822, 1.555], [-5.333, 6.546, 0.938], [-5.120, 4.786, 0.712], [-6.600, -4.591, -0.978], [-7.531, -3.341, -1.813], [-6.664, -6.124, -1.855], [-5.560, -4.268, -0.901], [-7.017, -4.736, 0.022], [-5.858, 1.662, -4.637], [-5.427, 0.469, -3.406], [-5.082, 3.218, -4.315], [-5.533, 1.299, -5.615], [-6.942, 1.798, -4.636], [-2.784, 7.557, 4.650], [-2.353, 6.364, 5.881], [-2.009, 9.113, 4.972], [-2.459, 7.194, 3.672], [-3.868, 7.693, 4.651], [-7.552, 2.475, 1.678], [-7.435, 4.233, 1.536], [-6.179, 1.682, 0.897], [-7.564, 2.203, 2.736], [-8.475, 2.140, 1.200], [1.345, 4.331, -5.804], [2.786, 3.651, -5.037], [0.226, 4.975, -4.597], [1.648, 5.139, -6.476], [0.842, 3.547, -6.374], [3.256, 7.411, -3.308], [3.432, 9.106, -2.838], [2.974, 6.385, -1.897], [2.409, 7.318, -3.991], [4.171, 7.085, -3.809], [-3.685, -1.049, 4.429], [-4.523, 0.103, 3.382], [-2.064, -1.400, 3.819], [-3.603, -0.623, 5.432], [-4.259, -1.977, 4.468]], "mulliken_charge": [0.0650, -0.1871, -0.3487, 0.9913, 1.9465, -0.1083, -0.5006, 0.2560, 0.3999, -0.2601, 1.3285, -0.8791, -0.2848, -0.4722, -0.5617, -0.0668, -0.7196, -0.6523, -0.1253, -0.0591, 0.0848, -0.9537, 0.3013, -1.0626, -1.2648, 1.0272, -0.9793, 0.5711, -0.3108, -0.2730, 0.3461, -0.7737, -0.5237, -0.6877, -0.1277, 0.9020, -0.2883, -0.2483, -0.2476, -0.1354, -0.4616, -0.1490, 0.2544, -0.1475, 0.4618, -0.5045, -1.0955, -0.2748, 0.1705, 0.3774, -0.3351, -0.1514, 0.2542, -0.3182, 0.0349, 0.0052, -0.0017, -0.3593, -0.7182, 0.1297, 0.2799, 0.1928, 0.4872, 0.3438, 0.2769, 0.2460, 0.2230, 0.1779, 0.4170, 0.1544, -0.4546, 0.2354, 0.2264, 0.1921, 0.0453, 0.3844, 0.2524, 0.2837, 0.3082, 0.2623, 0.3158, 0.3861, 0.2202, -0.0845, 0.1326, 0.3086, 0.2694, 0.2395, 0.2763, 0.0497, 0.3865, -0.1623, -0.1350, 0.3612, -0.4484, 0.2187, -0.1727, -0.1713, -0.1133, 0.2463, -0.4257, -0.0505, -0.1249, 0.3141, 0.3226, 0.1302, -0.1577, -0.1712, -0.0625, 0.2573, -0.4039, -0.1379, -0.0262, 0.2738, 0.3093, -0.3716, -0.1770, -0.1365, 0.3192, 0.3268, -0.1738, -0.1814, -0.0940, 0.1704, 0.2731, -0.6060, -0.0508, 0.0645, 0.3705, 0.2734], "fmax_ev_per_a": 7.6, "homo_ha": -0.1563, "charge": -1, "orbital_gap_ev": 5.812}



[4]
{"formula": "C9H13N2", "method": "ωB97M-V/def2-TZVPD", "elements": ["C", "N", "C", "C", "C", "C", "C", "C", "C", "N", "C", "H", "H", "H", "H", "H", "H", "H", "H", "H", "H", "H", "H", "H"], "xyz": [[-2.688, 1.463, 0.237], [-1.584, 0.457, 0.238], [-1.819, -0.826, 0.784], [-0.715, -1.572, 0.784], [0.412, -0.831, 0.133], [0.662, -1.560, -1.257], [1.669, -0.608, 0.890], [2.443, 0.440, 0.125], [1.837, 1.369, -0.579], [0.407, 1.505, -0.603], [-0.330, 0.454, -0.166], [-2.437, 2.277, 0.971], [-2.788, 2.050, -0.715], [-3.594, 1.013, 0.543], [-2.736, -1.172, 1.224], [-0.688, -2.503, 1.293], [1.284, -0.943, -1.852], [-0.353, -1.861, -1.702], [1.232, -2.445, -0.941], [2.244, -1.573, 0.953], [1.663, -0.176, 1.877], [3.441, 0.639, 0.169], [2.426, 2.029, -1.289], [0.011, 2.374, -1.114]], "nbo_charge": [-0.4212, -0.3359, -0.0374, -0.1744, -0.1316, -0.5784, -0.4466, -0.1913, -0.0460, -0.5737, 0.5740, 0.2344, 0.2365, 0.2444, 0.2480, 0.2493, 0.2286, 0.2404, 0.2338, 0.2561, 0.2576, 0.2394, 0.2455, 0.4485], "relative_energy_kj_mol": 124.5, "fmax_ev_per_a": 3.3, "homo_ha": -0.4617, "smiles": "CN1C=C[C@]2(C)CC=C[NH+]=C12", "charge": 1, "orbital_gap_ev": 9.010}